(1)
C51H41As2BrF5InN2O3P as an isolated structure, computed with wB97M-V/def2-TZVPD.

Values from the calculation:
E_HOMO: -10.77 eV
Net charge: +1
Multiplicity: 1

Each line ends with the Löwdin charge.
Element x y z (Å)
In (-0.6707, 0.0308, -0.1437)  0.359
C (-2.2816, 0.4753, 3.8646)  -0.247
As (-1.6916, -0.5816, 2.3568)  1.155
C (-0.1980, -1.5430, 3.1422)  -0.240
C (-3.0629, -1.9384, 2.1461)  -0.399
C (-3.2107, -2.9476, 3.0942)  -0.099
C (-4.1405, -3.9589, 2.9147)  -0.067
C (-4.9363, -3.9634, 1.7790)  -0.064
C (-4.8044, -2.9543, 0.8374)  -0.104
C (-3.8703, -1.9350, 1.0041)  -0.408
As (-3.7513, -0.5144, -0.3465)  1.124
C (-5.4973, 0.3009, -0.0538)  -0.282
C (-4.1299, -1.5146, -1.9734)  -0.325
H (-2.4189, -0.1778, 4.7253)  0.039
H (-3.2199, 0.9713, 3.6269)  0.023
H (-1.5103, 1.2156, 4.0759)  0.039
H (-0.5158, -2.1555, 3.9843)  0.030
H (0.5232, -0.8022, 3.4879)  0.033
H (0.2539, -2.1761, 2.3796)  0.024
H (-2.5928, -2.9540, 3.9844)  0.096
H (-4.2424, -4.7400, 3.6565)  0.110
H (-5.6631, -4.7507, 1.6270)  0.111
H (-5.4430, -2.9740, -0.0369)  0.092
H (-6.2485, -0.4797, 0.0569)  0.030
H (-5.7445, 0.9325, -0.9063)  0.027
H (-5.4701, 0.9167, 0.8437)  0.021
H (-5.0920, -2.0216, -1.9263)  0.027
H (-3.3319, -2.2389, -2.1268)  0.005
H (-4.1415, -0.8136, -2.8076)  0.000
F (-2.1984, 3.5995, -6.7514)  0.166
C (-1.9770, 3.3167, -5.4818)  -0.124
C (-1.9017, 4.3338, -4.5493)  -0.127
F (-2.0459, 5.5935, -4.9274)  0.158
C (-1.6697, 4.0180, -3.2224)  -0.215
F (-1.5741, 5.0318, -2.3637)  0.126
C (-1.5149, 2.7081, -2.7834)  -0.291
P (-1.0881, 2.4340, -1.0350)  1.085
C (0.4052, 3.4367, -0.8456)  -0.343
C (0.5087, 4.5079, 0.0314)  -0.059
C (1.7112, 5.1920, 0.1364)  -0.051
C (2.8012, 4.8140, -0.6342)  -0.064
C (2.6944, 3.7476, -1.5179)  -0.062
C (1.4991, 3.0555, -1.6227)  -0.089
C (-2.4410, 3.1039, -0.0367)  -0.356
C (-3.6720, 3.4430, -0.5921)  -0.087
C (-4.7079, 3.8714, 0.2239)  -0.072
C (-4.5212, 3.9637, 1.5951)  -0.063
C (-3.2995, 3.6132, 2.1540)  -0.065
C (-2.2616, 3.1702, 1.3473)  -0.102
C (-1.5813, 1.6954, -3.7489)  -0.539
Br (-1.3597, -0.1293, -3.3424)  0.940
C (-1.8147, 2.0001, -5.0773)  -0.258
F (-1.8885, 1.0492, -5.9997)  0.100
H (-0.3377, 4.8149, 0.6298)  0.109
H (1.7927, 6.0257, 0.8206)  0.113
H (3.7333, 5.3575, -0.5515)  0.109
H (3.5401, 3.4550, -2.1270)  0.111
H (1.4225, 2.2120, -2.3007)  0.113
H (-3.8303, 3.3785, -1.6610)  0.109
H (-5.6599, 4.1408, -0.2140)  0.115
H (-5.3279, 4.3089, 2.2282)  0.113
H (-3.1505, 3.6878, 3.2233)  0.113
H (-1.3150, 2.8785, 1.7869)  0.094
C (6.5695, -0.1867, 2.6068)  -0.018
C (6.2976, 0.9645, 1.6492)  -0.298
C (7.3994, 1.1915, 0.6272)  -0.130
C (7.5181, 0.0027, -0.3144)  -0.123
C (6.1804, -0.3170, -0.9269)  -0.122
C (6.0878, -0.9791, -2.1281)  0.068
C (4.8423, -1.2584, -2.6880)  -0.251
F (4.8113, -1.9159, -3.8555)  0.085
C (3.6753, -0.8791, -2.0947)  0.084
C (3.7401, -0.1969, -0.8708)  -0.039
C (2.4995, 0.2264, -0.2295)  -0.271
O (1.4175, -0.0022, -0.8458)  -0.116
C (2.6204, 0.8658, 1.0271)  -0.015
C (3.8808, 1.0756, 1.5376)  0.047
N (5.0152, 0.7311, 0.9378)  0.031
C (4.9836, 0.0710, -0.2863)  -0.064
C (1.4824, 1.3662, 1.8786)  -0.590
O (1.7166, 1.7455, 3.0151)  0.056
O (0.2954, 1.3128, 1.3676)  -0.221
H (7.5163, -0.0271, 3.1229)  0.094
H (6.6202, -1.1407, 2.0810)  0.088
H (5.7811, -0.2580, 3.3562)  0.087
H (6.1485, 1.8832, 2.2173)  0.150
H (8.3360, 1.3683, 1.1555)  0.127
H (7.1738, 2.0940, 0.0538)  0.130
H (7.8976, -0.8710, 0.2213)  0.125
H (8.2374, 0.2135, -1.1057)  0.127
H (6.9816, -1.2873, -2.6560)  0.139
H (2.7157, -1.0943, -2.5414)  0.137
H (3.9671, 1.5687, 2.4985)  0.155
N (-1.2520, -10.0213, -0.1134)  0.167
C (-1.1780, -8.8773, -0.1839)  -0.177
C (-1.0910, -7.4424, -0.2722)  -0.225
C (-1.7019, -6.7753, -1.3307)  -0.014
C (-1.6242, -5.3976, -1.4079)  -0.014
C (-0.9357, -4.6738, -0.4330)  -0.234
C (-0.3232, -5.3522, 0.6219)  -0.014
C (-0.3991, -6.7294, 0.7038)  -0.015
C (-0.8836, -3.2412, -0.4968)  -0.096
C (-0.8389, -2.0315, -0.5415)  -0.147
H (-2.2334, -7.3395, -2.0843)  0.124
H (-2.0982, -4.8721, -2.2260)  0.117
H (0.2107, -4.7916, 1.3773)  0.114
H (0.0731, -7.2593, 1.5194)  0.124

(2)
C51H42AsCuN5O3S as an isolated structure in a non-equilibrium geometry, computed with wB97M-V/def2-TZVPD.

Values from the calculation:
E_HOMO (spin up / spin down): -13.42 / -13.42 eV
Net charge: +2
Multiplicity: 2

Each line ends with the Löwdin charge.
Element x y z (Å)
Cu (-9.0876, -19.1809, 5.5413)  0.675
C (-9.3326, -17.6568, 0.6686)  -0.008
O (-10.5910, -18.1776, 1.3367)  0.000
C (-10.1853, -18.4677, 2.6056)  -0.278
N (-8.9845, -18.1131, 2.9530)  0.155
C (-8.4924, -17.2520, 1.8858)  -0.263
C (-7.0031, -17.3557, 1.8441)  -0.183
C (-6.2633, -17.3246, 3.0375)  -0.046
C (-4.8717, -17.3679, 2.9918)  -0.072
C (-4.2105, -17.4956, 1.7850)  -0.077
C (-4.9170, -17.4938, 0.5932)  -0.067
C (-6.3022, -17.3571, 0.6175)  -0.024
C (-11.2389, -19.1115, 3.4402)  -0.126
C (-12.4455, -19.5425, 2.8844)  0.046
C (-13.4081, -20.0662, 3.7144)  0.009
C (-13.1552, -20.1476, 5.0778)  0.049
C (-11.9245, -19.7277, 5.5518)  -0.132
N (-10.9426, -19.2422, 4.7490)  0.107
C (-11.4609, -19.8681, 6.9635)  -0.269
N (-10.2129, -19.7398, 7.2647)  0.096
C (-10.1068, -19.8645, 8.7268)  -0.208
C (-11.5094, -20.4691, 9.1178)  -0.018
O (-12.3637, -20.1273, 7.9480)  0.038
C (-8.8732, -20.6510, 9.1416)  -0.171
C (-7.7390, -20.7273, 8.3092)  -0.055
C (-6.6727, -21.5667, 8.6760)  -0.078
C (-6.6807, -22.2125, 9.8844)  -0.082
C (-7.7524, -22.0905, 10.7729)  -0.050
C (-8.8459, -21.3018, 10.4000)  -0.022
H (-9.6380, -16.8535, 0.0181)  0.134
H (-8.9422, -18.5044, 0.1023)  0.135
H (-8.7209, -16.2013, 2.1192)  0.171
H (-6.7892, -17.3432, 3.9755)  0.073
H (-4.3199, -17.2803, 3.9195)  0.098
H (-3.1396, -17.6214, 1.7362)  0.110
H (-4.4022, -17.5619, -0.3745)  0.120
H (-6.8167, -17.2293, -0.3402)  0.119
H (-12.5946, -19.3684, 1.7847)  0.158
H (-14.3633, -20.4209, 3.3006)  0.143
H (-13.8737, -20.5235, 5.8251)  0.148
H (-10.0212, -18.8493, 9.1668)  0.169
H (-11.9469, -19.9683, 9.9996)  0.144
H (-11.5193, -21.5582, 9.2289)  0.137
H (-7.6989, -20.1502, 7.3821)  0.062
H (-5.8787, -21.7522, 7.9314)  0.100
H (-5.8402, -22.8407, 10.1857)  0.115
H (-7.7080, -22.5500, 11.7474)  0.112
H (-9.6830, -21.1405, 11.0955)  0.124
S (-6.1899, -24.6952, 4.0434)  1.041
C (-7.2382, -23.2787, 4.1988)  -0.484
C (-6.9753, -22.1643, 3.4213)  -0.032
C (-7.6123, -20.9968, 3.7787)  -0.090
N (-8.5061, -20.9457, 4.7823)  -0.004
C (-8.8500, -22.0705, 5.4077)  -0.099
C (-8.2461, -23.2817, 5.1393)  -0.036
C (-4.7278, -24.2176, 4.8391)  -0.557
C (-4.7312, -24.0347, 6.2347)  -0.068
C (-3.5106, -23.7313, 6.8169)  -0.145
N (-2.3849, -23.5197, 6.1383)  0.078
C (-2.4315, -23.7230, 4.8176)  -0.124
C (-3.5635, -24.1320, 4.1456)  -0.092
H (-6.3018, -22.1880, 2.5718)  0.130
H (-7.4205, -20.0550, 3.2505)  0.107
H (-9.5399, -21.9674, 6.2370)  0.113
H (-8.5380, -24.1838, 5.6488)  0.124
H (-5.6406, -24.0821, 6.8113)  0.098
H (-3.4337, -23.6353, 7.8938)  0.110
H (-1.4726, -23.6384, 4.2883)  0.123
H (-3.5508, -24.3689, 3.0813)  0.118
O (-7.9495, -17.7689, 6.4298)  -0.526
As (-6.7236, -16.8691, 7.1427)  1.294
C (-6.6491, -16.4696, 9.0811)  -0.282
C (-6.4218, -17.5189, 10.0048)  -0.105
C (-6.5321, -17.2866, 11.3617)  -0.058
C (-6.8196, -15.9797, 11.8142)  -0.047
C (-6.9904, -14.9375, 10.9146)  -0.063
C (-6.8237, -15.1814, 9.5624)  -0.097
C (-6.4994, -15.1236, 6.2902)  -0.327
C (-5.2837, -14.6173, 5.9054)  -0.097
C (-5.2182, -13.3356, 5.3659)  -0.068
C (-6.3686, -12.5893, 5.1735)  -0.057
C (-7.6302, -13.1504, 5.4641)  -0.059
C (-7.6948, -14.4094, 6.0622)  -0.102
C (-5.1480, -17.9994, 6.9269)  -0.301
C (-5.1990, -19.0788, 6.0129)  -0.123
C (-4.1334, -19.9414, 5.8707)  -0.078
C (-2.9295, -19.6789, 6.5310)  -0.046
C (-2.8740, -18.5843, 7.3908)  -0.053
C (-3.9952, -17.8022, 7.6419)  -0.107
H (-6.1748, -18.5058, 9.6189)  0.096
H (-6.3845, -18.1330, 12.0464)  0.119
H (-6.8758, -15.7979, 12.8780)  0.113
H (-7.2145, -13.9379, 11.2547)  0.116
H (-6.8016, -14.3250, 8.8656)  0.113
H (-4.3835, -15.2209, 6.0647)  0.110
H (-4.2400, -12.9147, 5.1029)  0.122
H (-6.2735, -11.5714, 4.6982)  0.135
H (-8.5382, -12.6037, 5.2345)  0.110
H (-8.6428, -14.8351, 6.4040)  0.107
H (-6.0678, -19.1525, 5.3473)  0.071
H (-4.1835, -20.7534, 5.1344)  0.110
H (-2.0843, -20.3579, 6.3980)  0.114
H (-1.9399, -18.3924, 7.9317)  0.122
H (-3.9440, -17.0339, 8.4071)  0.115

Record-wise energy relative to the best compared isomer or geometry (same formula, charge and spin) values, in eV: 0.1681, 0.0000